Record 1
The following is a quantum chemistry calculation of a structure of composition C43H38N5OPSe2Ti in a non-equilibrium geometry, from OMol25.

## Properties
⟨S²⟩: 0.7552
E in eV: -217782.37402
Orbital gap (alpha / beta) in eV: 7.5 / 7.5
Multiplicity: 2
Total charge: +3
E_HOMO (alpha / beta) in Ha: -0.5854 / -0.5853
E_LUMO (alpha / beta) in eV: -8.475 / -8.440

Structure (XYZ):
```
91
C43H38N5OPSe2Ti, DFT ωB97M-V with the def2-TZVPD basis set
Se -1.9438 3.5923 -0.3331
Se -2.8497 2.1076 1.2372
Ti -0.7985 0.3243 0.4619
P 1.2514 0.4906 -1.3830
O -2.7368 -1.1697 0.0590
N -0.2226 1.9417 1.9934
N -0.2023 -1.6971 -0.4133
N 1.0562 -0.4731 1.7315
N -1.8712 1.0357 -1.4248
N -1.5311 -0.6873 2.4478
C 2.9752 -1.8444 3.2386
C -2.8126 -0.7178 2.8095
C 2.4261 2.9263 -0.6110
C -2.8713 1.7789 -3.9992
C -2.7534 2.6956 -2.9491
C 3.3093 -0.8266 2.3893
C 0.6878 -1.3610 2.6750
C 0.3554 -0.5900 -5.2346
C -0.0834 -3.1494 4.7883
C 2.0990 -1.0956 -1.0900
C -1.5647 3.0312 3.6443
C -2.1899 2.2881 -1.7380
C 1.1925 -3.0171 4.4713
C -0.6808 -1.4968 3.0933
C -4.9429 -0.5913 -0.5788
C 2.3427 -0.2034 1.5941
C 2.5310 1.7886 -1.3843
C 0.8416 2.4193 2.6385
C 0.5045 1.7731 -5.1931
C 4.7081 2.5926 -2.1342
C 3.4225 -1.4420 -1.2182
C -1.0744 -2.3963 4.1099
C 0.7764 3.1357 3.7961
C 3.6792 1.6347 -2.1822
C 1.1785 -2.0531 -0.7023
C -2.6245 0.4234 -3.6983
C 0.5248 -0.6425 -3.8801
C 4.6447 3.6390 -1.2353
C -0.4369 3.4679 4.3607
C -3.9087 -1.5457 -0.0916
C 3.4631 3.8787 -0.5372
C 1.6109 -2.1122 3.4251
C -2.4467 -2.4506 4.3569
C -4.2662 -2.9669 0.2585
C 0.3729 0.6097 -5.9418
C -1.4028 2.3519 2.4421
C 2.9422 -3.6689 -0.4697
C 1.6262 -3.3024 -0.3594
C 3.8427 -2.7045 -0.9343
C 0.7857 0.5443 -3.1641
C 0.6769 1.7649 -3.8334
C -2.1534 0.1283 -2.3898
C -3.3122 -1.5789 3.7822
H 4.1778 -0.6819 -1.4709
H 3.7224 0.7927 -2.8713
H 4.3297 -0.4585 2.2754
H 0.2484 0.6927 -7.0298
H 0.8279 2.6843 -3.2643
H 0.5389 -1.6144 -3.3603
H 0.9122 -4.1383 -0.1623
H -2.8483 -3.1694 5.0690
H -4.3599 -1.6585 3.9504
H -0.6063 -2.3142 0.2981
H 0.4577 2.7066 -5.6801
H 1.5857 3.1093 0.0326
H 1.7040 3.4970 4.2854
H -3.2067 2.1185 -4.9384
H -0.4128 -3.8183 5.5898
H -2.7567 -0.4182 -4.3542
H 5.6497 2.4735 -2.7026
H -0.8932 -1.9145 -1.1792
H -3.0245 3.7506 -3.1473
H 0.2160 -1.4698 -5.8429
H 4.8985 -2.9987 -1.0760
H -2.0017 -0.9152 -2.1009
H -4.5686 0.3823 -0.8372
H -5.2586 -3.0870 0.7288
H 2.6146 0.6059 0.9332
H -0.5652 4.0619 5.2768
H 1.8034 2.0491 2.2782
H -4.3937 -3.4818 -0.6829
H -3.4756 -0.0467 2.3062
H 3.2243 -4.6712 -0.4007
H -5.7554 -0.5100 0.1309
H 5.4800 4.2939 -1.1151
H -2.5539 3.2264 4.0204
H 3.3985 4.7496 0.1596
H -5.4997 -1.0005 -1.4279
H 3.7359 -2.3416 3.8274
H -3.4546 -3.4530 0.7962
H 1.9633 -3.6125 4.9859
```

Here are the Mulliken charges for atoms 1 to 5, given in e:
1 Se 0.10
2 Se 0.24
3 Ti 0.38
4 P 2.95
5 O -0.11

Record 2
The following is a quantum chemistry calculation of a structure of composition C43H39AsCuN2O3PS in a non-equilibrium geometry, from OMol25.

## Properties
E in eV: -179951.02276
Orbital gap in eV: 6.9
E_HOMO in Ha: -0.2662
E_LUMO in eV: -0.342

Structure (XYZ):
```
91
C43H39AsCuN2O3PS, DFT ωB97M-V with the def2-TZVPD basis set
As 13.9218 13.4781 10.1115
Cu 12.5954 16.6443 9.8770
S 10.2847 16.1316 9.7578
P 13.1880 18.8999 9.9889
O 14.6016 16.4841 10.0515
O 16.6140 17.3891 10.4253
O 11.2993 12.5781 12.3539
N 10.1052 13.6453 10.6929
N 10.3310 15.3334 12.3172
C 13.7363 10.7640 8.9125
C 14.5064 19.6952 12.3367
C 13.9961 11.4954 10.0727
C 10.2736 14.9705 11.0318
C 9.9792 10.0351 8.5593
C 12.0236 22.2935 8.0668
C 13.9476 13.9144 7.1773
C 16.6764 13.8230 9.7115
C 11.2281 21.7622 7.0680
C 12.1376 20.1692 12.1832
C 12.1739 20.7726 13.4319
C 15.9884 14.2208 5.9706
C 14.3129 9.4028 11.2467
C 15.4563 17.4316 10.0833
C 18.0432 13.9265 9.9977
C 14.2382 10.7898 11.2551
C 13.3019 19.6754 11.6040
C 10.5497 11.2674 10.5439
C 17.5207 13.7498 12.3588
C 14.5550 20.2680 13.6100
C 11.0634 20.3803 6.9551
C 14.1067 8.6921 10.0784
C 13.8034 9.3765 8.9165
C 10.7143 12.5247 11.3050
C 10.8085 10.0729 11.2056
C 12.4326 20.0807 8.9206
C 8.4596 14.0246 13.3530
C 13.3858 20.8249 14.1211
C 10.6191 8.8585 10.5609
C 15.7605 13.6919 10.7377
C 12.6309 21.4450 9.0041
C 7.3708 15.0000 12.8571
C 11.6367 19.5522 7.9058
C 14.6176 14.1343 5.9885
C 14.6599 13.7986 8.3589
C 10.1907 11.2394 9.1872
C 18.4447 13.8613 11.3383
C 16.1545 13.6706 12.0773
C 10.1962 8.8381 9.2423
C 14.9391 18.7939 9.5101
C 9.7953 14.6982 13.5379
C 16.0628 13.9280 8.3631
C 16.7266 14.1317 7.1532
H 15.4319 13.6112 12.8712
H 14.4112 11.3421 12.1690
H 18.7514 14.0251 9.1890
H 10.0962 12.1420 8.6001
H 6.4178 14.5251 12.6130
H 13.4334 21.2806 15.0925
H 13.2435 21.8761 9.7931
H 12.8523 13.8463 7.2089
H 10.8589 7.9365 11.0476
H 17.8097 14.1837 7.1250
H 17.8284 13.7171 13.4036
H 10.4552 19.9986 6.1565
H 15.4769 20.3528 14.1474
H 10.5492 14.0118 13.9183
H 10.7676 22.4120 6.3229
H 11.2875 21.2069 13.8759
H 11.4954 18.4728 7.8563
H 14.1424 7.6281 10.0646
H 11.1478 10.1099 12.2280
H 10.5087 16.3107 12.4048
H 13.4836 11.3078 7.9967
H 7.1879 15.7305 13.6360
H 9.6745 10.0267 7.5241
H 19.5003 13.8992 11.5898
H 14.5399 8.9151 12.1736
H 14.9256 18.7119 8.4080
H 13.6206 8.8303 8.0039
H 8.1183 13.6015 14.3102
H 7.6620 15.5356 11.9629
H 14.0233 14.2547 5.0652
H 10.0775 7.8994 8.7150
H 15.5704 19.6427 9.7947
H 9.8594 13.5342 9.7407
H 8.5209 13.1540 12.6741
H 11.2094 20.1259 11.6221
H 16.5024 14.3787 5.0201
H 9.6848 15.5327 14.2297
H 12.1310 23.3869 8.1110
H 15.4421 19.2858 11.9345
```

Here are the Mulliken charges for atoms 1 to 5, given in e:
1 As 0.44
2 Cu 0.01
3 S -0.39
4 P 1.34
5 O -0.65

Record 3
The following is a quantum chemistry calculation of a structure of composition C43H39N7O3PSTa in a non-equilibrium geometry, from OMol25.

## Properties
E in eV: -83460.49498
Orbital gap in eV: 6.7
Total charge: +2
E_HOMO in Ha: -0.4938
E_LUMO in eV: -6.778

Structure (XYZ):
```
95
C43H39N7O3PSTa, DFT ωB97M-V with the def2-TZVPD basis set
Ta -0.0769 0.2331 0.2889
S -3.7791 1.9417 -1.2817
P 3.2236 -0.6538 -1.8652
O 0.3666 -1.5464 0.1408
O -2.4343 1.2792 -1.1018
O -0.1535 2.0040 0.0291
N -0.0805 0.1370 -2.1277
N -4.7065 -2.2971 -2.2057
N -3.4686 -1.9824 -0.1242
N 0.2499 -0.6062 2.6783
N -1.8775 -0.4716 0.8570
N 1.3479 1.8660 2.0812
N 2.0402 0.6760 -1.4116
C 3.2105 -3.1545 1.9941
C -4.3492 1.3608 -2.9251
C -5.0954 0.0478 1.9945
C 0.0474 -2.7398 0.6233
C 4.9875 1.5842 -1.8999
C 2.9685 -3.7429 0.7653
C -0.8533 0.3874 -4.3542
C 2.9679 -2.9646 -0.3789
C 0.0629 -1.8425 2.9559
C 1.0822 0.6918 -2.4572
C 0.3470 0.9943 -4.7049
C -0.1775 -2.8944 2.0177
C 0.5454 0.3184 3.7443
C 3.4310 -1.7877 2.0827
C -4.8755 0.9600 -0.2116
C -4.4673 0.9098 1.1152
C -6.1532 -0.7550 1.5763
C -1.0218 -0.0410 -3.0504
C 0.8227 5.9823 -0.3561
C -0.4325 4.0654 -1.1087
C -6.7934 -1.7339 2.5051
C 1.0168 3.8902 0.8335
C -0.8138 -5.2017 1.6623
C -6.6069 -0.6203 0.2675
C 7.1192 0.0653 -0.9854
C 7.2912 1.4153 -1.2471
C -5.9807 0.2328 -0.6255
C 1.3454 5.2430 0.6841
C 4.7957 0.2422 -1.5852
C 1.3429 1.1267 -3.7521
C -2.6906 -1.1654 0.3296
C 1.7030 1.2328 3.3224
C 0.1296 3.2881 -0.0951
C -0.6003 -4.1405 2.5092
C 6.2292 2.1689 -1.7194
C -4.1551 -2.1417 -1.2117
C 3.4032 -0.9984 0.9466
C -0.1251 -3.8500 -0.2094
C 1.4847 3.1317 1.9614
C 5.8818 -0.5218 -1.1623
C -0.0763 5.3939 -1.2406
C -0.5619 -5.0571 0.3013
C 3.1758 -1.5929 -0.2927
H -0.3421 0.9378 3.9233
H 0.0970 -2.1660 4.0016
H 6.3651 3.2141 -1.9532
H 2.5981 0.6256 3.1647
H -3.6933 1.8194 -3.6591
H -0.5090 5.9889 -2.0283
H 1.8913 1.9611 4.1200
H 7.9470 -0.5321 -0.6393
H 0.8085 -0.2062 4.6704
H 2.8024 -3.4160 -1.3472
H 3.2410 -3.7633 2.8847
H 1.9347 3.7141 2.7734
H -0.7200 -5.8979 -0.3567
H 8.2543 1.8763 -1.0999
H 0.5159 1.3368 -5.7133
H -4.2944 0.2798 -2.9913
H -4.7538 -0.0144 3.0165
H 4.1826 2.1928 -2.2980
H 0.0648 -3.7334 -1.2651
H -6.3585 0.3023 -1.6319
H -5.3633 1.7033 -3.0966
H -6.1900 -1.8842 3.3964
H -3.6370 1.5258 1.4391
H 2.7768 -4.8027 0.7004
H -0.7950 -4.2429 3.5667
H -1.1430 3.5891 -1.7666
H -1.1671 -6.1425 2.0502
H 5.7459 -1.5762 -0.9693
H 3.5968 0.0658 1.0017
H -1.6347 0.2438 -5.0821
H -6.9409 -2.6957 2.0176
H -7.4427 -1.2137 -0.0702
H 2.3155 1.5281 -3.9994
H 2.5689 1.5529 -1.3915
H -1.9210 -0.5351 -2.7151
H -7.7753 -1.3723 2.8090
H 2.0144 5.7020 1.3953
H 3.6476 -1.3489 3.0462
H 1.0999 7.0173 -0.4789
```

Here are the Mulliken charges for atoms 1 to 5, given in e:
1 Ta 0.83
2 S 0.12
3 P -0.21
4 O 1.62
5 O -0.14